Density functional theory data (ωB97M-V/def2-TZVPD) for C6H12N3O2PS2 as an isolated structure.

Geometry (Å):
H 1.880 2.821 0.597
O -1.270 -1.263 -1.099
S 1.597 -2.667 -1.873
H 0.748 -2.914 1.501
H 0.183 3.370 3.074
H 2.303 2.767 2.408
N 1.389 -3.074 0.727
C 0.988 -3.320 -0.526
H -0.983 1.420 -3.222
N 0.425 1.663 2.063
S -1.935 0.693 1.082
C 1.565 2.562 1.603
C -1.539 0.760 -2.563
C -0.653 -0.401 -2.094
C 0.271 3.069 2.121
H -0.458 -1.089 -3.069
H 2.187 -2.434 0.786
H -2.375 0.297 -2.953
N 0.317 -0.409 1.002
P -1.067 -1.245 0.451
H 0.127 -3.962 -0.490
H 0.314 0.075 -1.917
C -0.185 0.694 1.375
H -1.740 1.491 -1.685
H -0.625 3.575 1.593
O -1.459 -2.481 1.107

Output
* multiplicity: 3
* LUMO energy (spin up / spin down): 0.37 / -2.11 eV
* total charge: 0
* calculated total energy: -1688.14162 a.u.
* E_HOMO (spin up / spin down): -5.234 / -8.808 eV

Atom charges from the natural (NBO) analysis, given in e for atoms 1 to 5: 0.229 -0.824 0.255 0.405 0.196